Formula: C4H64ClFN2O29S
Source: the OMol25 dataset
Level of theory: ωB97M-V with the def2-TZVPD basis set

## Properties
HOMO-LUMO gap: 8.0 eV
E_HOMO: -10.158 eV

Each line ends with the Mulliken charge.
Atoms and positions in Å:
C1 4.7522 -1.8735 1.4601  -0.59
C2 4.6390 -1.4161 -0.1445  -0.59
C3 3.2516 -0.6337 -0.5093  -0.11
Cl1 3.1690 0.8006 0.7182  -0.12
N1 2.0121 -1.4303 -0.6394  0.35
C4 2.1486 -2.9143 -0.6521  -0.46
N2 2.7835 -3.3222 -1.9999  -0.51
S1 0.5926 -0.8049 0.1122  0.77
O1 0.5818 -0.9225 1.6876  -0.30
O2 -0.6742 -1.6440 -0.3255  -0.76
F1 0.1672 0.8212 -0.3815  -0.08
H1 4.7926 -3.0660 1.4217  0.22
H2 5.7614 -1.4867 1.9093  0.32
H3 3.7971 -1.6081 2.0812  -0.03
H4 5.5164 -0.6170 -0.2775  0.35
H5 4.9197 -2.3104 -0.8429  0.31
H6 3.4448 -0.0957 -1.5584  0.27
H7 2.7346 -3.3857 0.2730  0.16
H8 1.1084 -3.5026 -0.6520  0.35
H9 2.0398 -3.6651 -2.6632  0.21
H10 3.4104 -4.1534 -1.7923  0.27
O3 -3.2228 -0.8310 0.9705  -0.51
H11 -3.3334 -1.1134 1.8908  0.27
H12 -2.3664 -1.2038 0.7126  0.32
O4 2.8549 -2.5390 4.3066  -0.62
H13 2.2441 -3.1859 4.6905  0.29
H14 2.3009 -2.0258 3.6994  0.34
O5 -2.8820 0.8015 -1.5553  -0.62
H15 -2.9925 0.5191 -0.6350  0.35
H16 -2.0256 0.4287 -1.8132  0.29
O6 1.1943 -5.9569 -0.0555  -0.59
H17 1.3120 -6.2010 0.8748  0.30
H18 0.3936 -6.4328 -0.3228  0.30
O7 2.3380 1.6004 -2.4394  -0.50
H19 2.5546 2.5295 -2.2701  0.35
H20 1.6073 1.4157 -1.8304  0.05
O8 -3.5912 -2.3346 3.9749  -0.63
H21 -3.0157 -2.4964 4.7375  0.32
H22 -3.9933 -3.1983 3.7977  0.27
O9 4.2787 0.7551 -5.1256  -0.70
H23 3.5084 0.6022 -5.6932  0.34
H24 3.9332 1.3029 -4.4047  0.34
O10 -0.3197 -2.1433 4.7674  -0.52
H25 -0.1919 -2.0744 3.8094  0.27
H26 -0.3683 -1.2221 5.0640  0.22
O11 -4.5552 0.3826 3.5854  -0.60
H27 -5.4092 0.4489 3.1325  0.32
H28 -4.4154 -0.5713 3.6830  0.36
O12 -0.3850 0.9890 3.6089  -0.58
H29 0.1158 1.1682 2.7990  0.26
H30 -1.2584 0.7177 3.2889  0.30
O13 -3.5739 -4.5907 5.4947  -0.62
H31 -2.8363 -4.8878 6.0483  0.31
H32 -4.1175 -4.0585 6.0949  0.31
O14 -1.3529 -6.0555 5.2073  -0.64
H33 -1.1944 -6.5067 4.3646  0.29
H34 -0.7804 -5.2747 5.1660  0.34
O15 0.0289 4.1081 -0.6689  -0.55
H35 -0.8252 4.1744 -1.1218  0.49
H36 0.1686 3.1542 -0.5713  0.08
O16 0.3644 0.1972 6.5731  -0.64
H37 0.4922 0.2662 5.6151  0.31
H38 0.3158 1.1184 6.8697  0.32
O17 5.3686 3.6475 -6.0882  -0.69
H39 5.8818 3.6201 -6.9096  0.34
H40 5.2218 2.7142 -5.8728  0.34
O18 -6.4661 -4.4661 6.8374  -0.62
H41 -6.8507 -5.2341 6.3888  0.33
H42 -7.1109 -3.7590 6.6851  0.32
O19 3.4244 4.7162 -8.3753  -0.63
H43 4.1621 4.4191 -7.8217  0.32
H44 2.8809 5.2484 -7.7750  0.31
O20 0.5473 3.4167 -3.5764  -0.53
H45 -0.3223 3.4067 -4.0037  0.32
H46 0.3425 3.4354 -2.6294  0.23
O21 -2.1226 4.5562 -3.7847  -0.61
H47 -2.7334 3.9093 -3.4008  0.31
H48 -2.6766 5.0693 -4.3920  0.27
O22 -8.5832 -6.6254 6.3621  -0.64
H49 -8.4654 -6.8694 7.2924  0.33
H50 -9.3839 -7.1012 6.0949  0.31
O23 1.6403 -4.4966 -4.6466  -0.63
H51 2.1411 -4.3173 -5.4565  0.30
H52 0.7669 -4.7679 -4.9666  0.31
O24 3.5514 7.5122 -7.1650  -0.63
H53 4.2891 7.2151 -6.6114  0.32
H54 3.0078 8.0444 -6.5648  0.32
O25 2.1621 6.5189 -0.7432  -0.63
H55 1.4073 5.9119 -0.7169  0.30
H56 1.8788 7.2685 -0.1983  0.31
O26 -6.4060 -0.4233 1.3692  -0.62
H57 -5.8928 -0.4507 0.5478  0.31
H58 -6.5528 -1.3566 1.5846  0.31
O27 5.4724 5.0498 -3.3962  -0.61
H59 5.6310 4.5986 -4.2389  0.34
H60 6.0449 5.8306 -3.4375  0.29
O28 -4.9957 4.6043 -4.2164  -0.57
H61 -5.6064 3.9573 -3.8325  0.29
H62 -5.5496 5.1174 -4.8237  0.28
O29 -2.5572 5.0299 -0.7014  -0.61
H63 -3.2466 4.6777 -0.1186  0.30
H64 -2.2480 5.8260 -0.2435  0.29

Formula: C6H16
Source: the OMol25 dataset
Level of theory: ωB97M-V with the def2-TZVPD basis set

## Properties
HOMO-LUMO gap (spin up / spin down): 1.9 / 10.4 eV
Total charge: -1
Relative energy (zero: lowest compared OMol25 entry of this formula, charge and spin): 2.0751 eV
⟨S²⟩: 0.75
E_HOMO (spin up / spin down): 1.504 / -7.006 eV
Multiplicity: 2

Each line ends with the Mulliken spin population.
Atoms and positions in Å:
C1 2.5304 3.2697 2.8752  0.16
C2 1.0854 2.7942 2.8120  0.59
C3 0.6688 1.8289 3.9727  0.38
H1 2.5711 4.2030 3.3819  -0.08
H2 2.9971 3.3429 1.9059  -0.11
H3 3.0629 2.6480 3.7079  0.00
H4 0.8544 2.2273 1.9309  -0.43
H5 0.3577 3.5832 2.8129  0.04
H6 1.5212 1.6418 4.7657  -0.02
H7 -0.1233 2.2521 4.6625  -0.11
H8 0.5095 0.9077 3.6792  -0.15
C4 -1.4512 -1.6306 -4.2887  0.81
C5 -0.9864 -2.7493 -3.1952  1.94
C6 -1.9291 -3.5351 -2.3172  0.96
H9 -0.5375 -1.1004 -4.7406  -0.02
H10 -2.1050 -0.8898 -3.8060  -0.38
H11 -1.8919 -2.1145 -5.1794  -0.32
H12 -0.0989 -2.2617 -2.5903  -0.61
H13 -0.2632 -3.3559 -3.6271  -0.70
H14 -1.4295 -4.1618 -1.5795  -0.20
H15 -2.2664 -2.6725 -1.5748  -0.43
H16 -2.6653 -4.1158 -2.9019  -0.33

Formula: C5H8O2
Source: the OMol25 dataset
Level of theory: ωB97M-V with the def2-TZVPD basis set

## Properties
HOMO-LUMO gap: 9.8 eV
Relative energy (zero: lowest compared OMol25 entry of this formula, charge and spin): 2.6084 eV
E_HOMO: -8.712 eV
SMILES: C1CO[C@@H]2C[C@@H]2O1

Each line ends with the Mulliken charge.
Atoms and positions in Å:
C1 1.5399 -0.3551 -0.1322  -0.36
C2 1.0643 1.0310 -0.5185  -0.41
O1 -0.1938 0.9284 -1.1662  -0.39
C3 -1.0426 -0.0415 -0.6336  -0.22
C4 -1.6155 0.0644 0.9137  -0.74
C5 -0.6668 -0.9670 0.4470  0.10
O2 0.6325 -0.8458 0.9235  -0.41
H1 1.6634 -0.9698 -1.0585  0.25
H2 2.4945 -0.3402 0.3790  0.35
H3 0.9812 1.6383 0.3929  0.25
H4 1.7285 1.5473 -1.2198  0.34
H5 -1.6994 -0.3929 -1.4198  0.38
H6 -1.2300 0.9163 1.4694  0.23
H7 -2.6048 -0.2277 1.2654  0.28
H8 -1.0528 -1.9867 0.3565  0.35

Formula: C5H11N2O
Source: the OMol25 dataset
Level of theory: ωB97M-V with the def2-TZVPD basis set

## Properties
HOMO-LUMO gap: 8.5 eV
Total charge: +1
Relative energy (zero: lowest compared OMol25 entry of this formula, charge and spin): 5.5262 eV
E_HOMO: -13.521 eV

Each line ends with the Mulliken charge.
Atoms and positions in Å:
C1 0.9938 -0.7886 0.6087  0.68
C2 0.1347 0.4231 0.0829  -0.16
C3 -2.0677 0.1969 -1.0897  -0.22
C4 2.4711 -0.6315 0.6538  -1.13
C5 -0.7655 0.9567 1.1730  -1.23
N1 0.4018 -1.7171 1.1737  -0.58
N2 -0.5979 -0.0923 -1.2237  0.07
O1 -2.2511 0.8168 -2.2472  -0.30
H1 0.8432 1.1523 -0.3354  0.34
H2 -0.5567 -1.8230 1.1687  0.22
H3 2.9556 -1.5501 0.8709  0.41
H4 2.6516 0.1706 1.4768  0.26
H5 2.7929 -0.3447 -0.4190  0.29
H6 -0.1755 1.3731 1.9812  0.36
H7 -1.3647 0.1790 1.4884  0.43
H8 -1.4470 1.6948 0.6153  0.39
H9 -0.1269 0.3073 -2.0315  0.40
H10 -0.7703 -1.0554 -1.3128  0.37
H11 -3.1215 0.7320 -2.6340  0.41

Formula: C27H57N4NiO6
Source: the OMol25 dataset
Level of theory: ωB97M-V with the def2-TZVPD basis set

## Properties
HOMO-LUMO gap (spin up / spin down): 3.9 / 2.5 eV
Total charge: +1
Relative energy (zero: lowest compared OMol25 entry of this formula, charge and spin): 2.8953 eV
⟨S²⟩: 2.01
E_HOMO (spin up / spin down): -9.846 / -9.839 eV
Multiplicity: 3

Each line ends with the Mulliken spin population.
Atoms and positions in Å:
Ni1 -0.5681 -0.7187 -4.3618  1.63
N1 -0.3661 -0.2698 -1.1092  0.01
O1 0.4622 0.0717 -0.3511  0.03
O2 -1.4941 -0.6757 -0.7378  0.02
O3 -0.0971 -0.4264 -2.2685  0.07
C1 -0.2321 2.3324 -4.9420  0.01
C2 1.2551 1.8167 -4.9540  -0.02
C3 1.9236 2.2126 -3.6057  0.01
C4 3.2795 1.5795 -3.3105  0.00
C5 3.2814 0.0648 -3.5676  0.01
C6 2.6136 -0.4065 -4.8777  -0.02
N2 1.3081 0.3317 -5.0954  0.21
O4 0.5335 -0.2276 -6.1657  0.00
C7 3.5312 -0.2730 -6.1521  0.02
C8 2.3921 -1.9563 -4.6588  0.01
C9 1.9887 2.5926 -6.1264  0.02
H1 -0.8590 2.0993 -5.8027  0.00
H2 -0.1601 3.4178 -4.8727  0.00
H3 -0.7788 1.9901 -4.0633  0.00
H4 2.1019 3.2875 -3.6355  0.00
H5 1.2286 2.0084 -2.7912  0.00
H6 3.5983 1.7869 -2.2890  0.00
H7 4.1159 2.0326 -3.8427  0.00
H8 2.9896 -0.5259 -2.6993  0.00
H9 4.3425 -0.1649 -3.6639  0.00
H10 3.0423 -0.4544 -7.1092  0.00
H11 4.0027 0.7089 -6.1091  0.00
H12 4.2896 -1.0523 -6.2269  0.00
H13 1.8302 -2.1875 -3.7540  0.00
H14 1.8469 -2.3496 -5.5168  0.00
H15 3.2685 -2.5696 -4.4493  0.00
H16 1.9836 3.6592 -6.3507  0.00
H17 1.6575 2.1314 -7.0569  0.00
H18 3.0611 2.3978 -6.1438  0.00
H19 1.0611 -0.0031 -6.9357  0.01
C10 0.3394 -2.3274 3.9947  0.00
C11 1.7189 -1.9122 3.4739  0.00
C12 2.8369 -2.5072 4.4358  0.00
C13 4.2565 -2.3986 3.9789  0.00
C14 4.3095 -3.0621 2.6160  0.00
C15 3.3368 -2.5005 1.5889  0.00
N3 1.9769 -2.6294 2.1318  0.00
O5 1.0126 -2.4418 1.2079  0.00
C16 3.8662 -1.1015 1.0832  0.00
C17 3.5299 -3.3911 0.4213  0.00
C18 1.7697 -0.3753 3.4175  0.00
H20 0.3223 -2.0740 5.0547  0.00
H21 -0.4640 -1.7795 3.5024  0.00
H22 0.1198 -3.3936 4.0502  0.00
H23 2.7968 -2.0204 5.4103  0.00
H24 2.6453 -3.5676 4.5999  0.00
H25 4.4731 -1.3318 3.9230  0.00
H26 4.9653 -3.0049 4.5429  0.00
H27 4.0076 -4.0903 2.8158  0.00
H28 5.3157 -3.1531 2.2069  0.00
H29 4.7072 -1.0603 0.3910  0.00
H30 4.0580 -0.4667 1.9483  0.00
H31 3.0533 -0.4992 0.6777  0.00
H32 2.8599 -3.2270 -0.4226  0.00
H33 3.2068 -4.3784 0.7515  0.00
H34 4.5148 -3.4630 -0.0403  0.00
H35 2.7103 0.0517 3.7655  0.00
H36 1.5705 -0.0015 2.4131  0.00
H37 0.9333 0.0475 3.9741  0.00
H38 0.9364 -1.4958 1.0632  0.00
C19 -7.0510 0.3291 1.4506  0.00
C20 -6.0242 1.2542 2.1138  0.00
C21 -6.3348 1.2115 3.6212  0.00
C22 -5.2046 1.6054 4.5868  0.00
C23 -3.9129 0.9288 4.1047  0.00
C24 -3.5548 1.1385 2.6174  0.00
N4 -4.6686 0.6665 1.8476  0.00
O6 -4.3718 0.6617 0.4789  0.00
C25 -3.1277 2.6465 2.4791  0.00
C26 -2.2641 0.3443 2.3436  0.00
C27 -6.2717 2.6724 1.6140  0.00
H39 -7.0010 0.4166 0.3653  0.00
H40 -8.0401 0.5132 1.8700  0.00
H41 -6.9566 -0.7225 1.7213  0.00
H42 -7.1262 1.8906 3.9385  0.00
H43 -6.7416 0.2513 3.9384  0.00
H44 -5.4223 1.2834 5.6051  0.00
H45 -5.1772 2.6943 4.5476  0.00
H46 -3.9661 -0.1574 4.1787  0.00
H47 -3.0751 1.3147 4.6854  0.00
H48 -2.0804 2.8389 2.7119  0.00
H49 -3.0247 2.9182 1.4285  0.00
H50 -3.8099 3.3391 2.9722  0.00
H51 -1.7972 0.6430 1.4050  0.00
H52 -1.4716 0.6660 3.0194  0.00
H53 -2.4681 -0.7263 2.3267  0.00
H54 -5.9909 2.8602 0.5777  0.00
H55 -5.7362 3.4069 2.2156  0.00
H56 -7.3468 2.8516 1.6037  0.00
H57 -4.1015 1.5542 0.2508  0.00

Formula: C21H24N5O3PdS
Source: the OMol25 dataset
Level of theory: ωB97M-V with the def2-TZVPD basis set

## Properties
HOMO-LUMO gap (spin up / spin down): 8.5 / 4.6 eV
Total charge: +1
Relative energy (zero: lowest compared OMol25 entry of this formula, charge and spin): 0.1477 eV
⟨S²⟩: 6.08
E_HOMO (spin up / spin down): -10.749 / -10.700 eV
Multiplicity: 5

Each line ends with the Mulliken spin population.
Atoms and positions in Å:
Pd1 -0.1557 0.5010 -0.8703  1.28
N1 2.1514 -6.1404 2.7431  0.02
C1 1.9389 -5.2272 1.7571  0.03
C2 1.8110 -5.6372 0.4172  0.01
C3 1.5872 -4.7115 -0.5743  -0.01
C4 1.5062 -3.3651 -0.2408  0.02
C5 1.6050 -2.9351 1.0821  0.01
C6 1.8157 -3.8611 2.0748  -0.01
S1 1.1513 -2.1799 -1.4700  -0.02
O1 2.0513 -1.0548 -1.3708  0.02
O2 0.9581 -2.8005 -2.7403  0.02
N2 -0.2581 -1.4807 -0.9242  0.49
C7 -1.4892 -2.0608 -0.9993  -0.11
N3 -1.6117 -3.3812 -1.1222  0.12
C8 -2.8405 -3.8636 -1.1984  -0.04
C9 -3.9597 -3.0407 -1.1566  0.14
C10 -3.7262 -1.6774 -1.0219  -0.04
N4 -2.5066 -1.1761 -0.9289  0.11
H1 2.4021 -7.0811 2.5001  0.00
H2 2.3821 -5.8212 3.6655  0.00
H3 1.8940 -6.6888 0.1734  0.00
H4 1.4765 -5.0013 -1.6109  0.00
H5 1.5236 -1.8774 1.3042  0.00
H6 1.9021 -3.5490 3.1081  0.00
H7 -2.9260 -4.9392 -1.2987  0.00
H8 -4.9607 -3.4415 -1.2126  0.01
H9 -4.5452 -0.9679 -0.9830  0.00
C11 -1.3723 1.6532 3.5503  0.01
C12 -1.3200 1.3559 2.0816  -0.01
C13 -2.4898 1.8337 1.2650  -0.01
O3 -0.3545 0.7917 1.5914  0.05
H10 -1.1936 2.7225 3.6916  0.00
H11 -0.6113 1.1006 4.0949  0.00
H12 -2.3630 1.4365 3.9483  0.00
H13 -3.4367 1.5783 1.7385  0.00
H14 -2.4443 1.4157 0.2624  0.00
H15 -2.4421 2.9243 1.1995  0.00
C14 -1.5652 4.7710 -1.5899  0.01
C15 -0.0770 4.7891 -1.4002  0.24
C16 0.6336 5.9597 -1.3482  -0.08
C17 2.0158 5.9644 -1.1636  0.24
C18 2.7124 4.7598 -1.0557  -0.09
C19 2.0755 3.5468 -1.1123  0.19
C20 2.8233 2.2629 -1.0120  0.05
C21 0.6219 3.5279 -1.2553  0.06
N5 -0.0465 2.4172 -1.2423  1.24
H16 -1.8965 5.6489 -2.1409  0.01
H17 -2.0743 4.7838 -0.6220  0.01
H18 -1.8737 3.8715 -2.1214  0.00
H19 0.1049 6.8975 -1.4667  0.01
H20 2.5543 6.9010 -1.1204  0.01
H21 3.7876 4.7769 -0.9303  0.00
H22 3.8968 2.4374 -0.9843  0.00
H23 2.6099 1.6111 -1.8571  0.00
H24 2.5477 1.7208 -0.1032  0.01

Formula: C7H8NO5PS
Source: the OMol25 dataset
Level of theory: ωB97M-V with the def2-TZVPD basis set

## Properties
HOMO-LUMO gap (spin up / spin down): 5.7 / 5.7 eV
Relative energy (zero: lowest compared OMol25 entry of this formula, charge and spin): 0.0000 eV
E_HOMO (spin up / spin down): -8.385 / -8.388 eV

Each line ends with the Mulliken charge.
Atoms and positions in Å:
C1 3.3051 0.7669 0.8078  -0.25
C2 2.4467 0.0678 1.6800  -0.83
C3 2.9364 0.9469 -0.5056  -0.56
C4 1.2951 -0.3949 1.1721  -0.17
C5 1.6813 0.5268 -0.9972  -0.19
C6 0.8732 -0.2176 -0.1639  0.66
C7 -0.3069 -0.8328 -0.6755  -0.21
N1 -0.7896 -2.1053 -0.1215  1.22
O1 0.0236 -2.6475 0.5477  -0.56
O2 -1.8617 -2.5595 -0.4473  -0.70
O3 -3.8391 -0.7345 -0.5774  -0.48
O4 -2.7105 1.3515 -1.5042  -0.51
O5 -1.6907 0.1516 0.4792  -0.38
P1 -3.0736 0.5351 -0.0872  0.51
S1 -3.9624 1.6618 1.2111  -0.42
H1 4.2098 1.2200 1.2391  0.36
H2 2.7453 -0.1781 2.6790  0.42
H3 3.4475 1.5454 -1.2845  0.31
H4 0.5690 -0.6157 1.9264  0.35
H5 1.3959 0.9623 -1.9930  0.32
H6 -0.8768 -0.4372 -1.6613  0.28
H7 -3.0591 -1.3391 -0.4094  0.52
H8 -2.7585 2.3260 -1.3142  0.32